17
Properties=species:S:1:pos:R:3:forces:R:3 method="wB97M-V/def2-TZVPD" gap_ev=9.551 de_lowest_ev=5.572 homo_ev=-9.36 lumo_ha=0.0069
H -0.2172 0.1303 3.0985 1.147 -0.738 -0.725
N -0.3505 0.5183 2.1572 -2.349 0.791 -1.636
N -0.7604 -0.2938 1.3563 -1.688 -0.677 0.876
O -1.7112 0.3275 0.2639 1.537 1.102 1.757
C -2.4313 -0.6566 -0.4361 0.591 -0.833 0.264
H -3.1327 -0.1324 -1.0880 0.167 0.079 0.113
H -2.9920 -1.3144 0.2375 0.025 0.095 -0.025
H -1.7521 -1.2742 -1.0356 -0.165 0.025 -0.084
C 1.3151 -0.9557 -1.0817 0.050 0.065 -0.077
C 1.0004 0.2807 -0.7245 -1.243 0.499 -0.303
C 1.8849 1.2258 0.0101 0.029 0.024 0.175
H 2.2729 -1.3960 -0.8405 0.175 0.038 -0.008
H 0.6355 -1.5791 -1.6432 -0.142 -0.060 0.031
H -0.0492 0.6630 -0.8943 1.576 -0.449 -0.205
H 2.0509 2.1312 -0.5742 0.117 0.000 -0.081
H 2.8401 0.7674 0.2632 0.097 0.060 -0.038
H 1.3969 1.5580 0.9313 0.076 -0.021 -0.035

122
Properties=species:S:1:pos:R:3:forces:R:3 method="wB97M-V/def2-TZVPD" gap_ev=7.986 homo_ev=-7.81 lumo_ha=0.0065
O 34.6764 -21.4766 -19.6090 0.500 0.334 -0.084
S 34.1799 -22.3242 -20.6702 -0.976 -0.024 0.478
O 34.6963 -23.6453 -20.8252 0.613 -0.529 -0.170
C 32.4102 -22.3582 -20.4463 0.140 0.199 -0.888
C 32.0741 -20.9699 -20.9672 -0.715 0.078 0.363
C 32.7161 -20.8887 -22.3518 -0.414 1.267 0.024
C 34.1128 -21.4496 -22.2540 0.535 -1.355 -0.257
H 32.1385 -22.5894 -19.4257 0.058 0.024 0.201
H 32.0306 -23.1049 -21.1489 -0.067 -0.148 0.242
H 30.9980 -20.7999 -21.0078 0.025 -0.029 -0.008
H 32.4887 -20.2298 -20.2776 -0.035 0.058 -0.123
H 32.7219 -19.8504 -22.6924 0.099 -0.025 0.011
H 32.1114 -21.4242 -23.0829 0.082 -0.233 0.073
H 34.9748 -20.8007 -22.3600 -0.203 0.239 0.128
H 34.2439 -22.2614 -22.9705 0.144 0.028 -0.025
O 36.1834 -15.5875 -17.2966 0.513 0.464 0.539
S 36.1653 -16.7825 -18.1006 -1.184 0.111 -0.265
O 37.3826 -17.4483 -18.4540 0.682 -0.223 0.024
C 34.9483 -17.8997 -17.3706 0.488 0.693 -0.252
C 34.0669 -18.2766 -18.5227 -1.120 -0.831 -0.356
C 33.8696 -17.0202 -19.3984 -0.765 -0.170 0.987
C 35.2297 -16.4102 -19.5875 0.823 -0.867 -0.908
H 34.4021 -17.2246 -16.7106 -0.001 -0.193 0.239
H 35.4238 -18.7267 -16.8567 0.211 -0.016 0.122
H 34.4239 -19.1502 -19.0836 0.383 0.346 0.002
H 33.1111 -18.6245 -18.1094 0.140 0.285 -0.278
H 33.2145 -16.3457 -18.8322 0.127 0.040 -0.138
H 33.3563 -17.2619 -20.3274 0.169 0.035 -0.132
H 35.2968 -15.3666 -19.8632 -0.121 0.257 0.327
H 35.7620 -16.9839 -20.3554 0.032 0.121 -0.009
O 31.2365 -19.5155 -17.7985 -0.025 0.988 -0.546
S 31.0132 -20.5557 -16.8455 0.440 -0.814 0.202
O 30.2235 -21.6797 -17.2442 -0.511 -0.487 -0.149
C 32.6085 -21.1150 -16.2405 -0.768 0.351 0.270
C 32.9448 -20.1726 -15.1010 -0.025 0.055 0.879
C 31.6747 -19.3799 -14.6150 1.281 0.989 -0.164
C 30.4450 -19.8672 -15.3114 -1.215 -0.429 0.179
H 33.3015 -21.0711 -17.0722 0.122 -0.270 -0.143
H 32.4142 -22.1156 -15.8708 0.244 -0.263 -0.211
H 33.3217 -20.7410 -14.2510 0.109 -0.094 -0.122
H 33.7395 -19.4860 -15.3738 -0.027 0.119 -0.080
H 31.8563 -18.3327 -14.8760 -0.221 -0.036 -0.061
H 31.6211 -19.3811 -13.5307 -0.256 -0.277 0.057
H 29.6679 -19.1304 -15.5180 0.347 0.291 -0.223
H 29.8861 -20.6497 -14.7899 0.444 -0.246 0.011
O 33.4853 -14.2661 -16.2117 -0.455 0.092 -0.798
S 34.3259 -13.7643 -15.1694 -0.151 -1.244 1.380
O 35.1920 -12.6480 -15.3480 0.675 0.563 -0.463
C 33.3929 -13.4495 -13.6979 -2.269 0.273 -0.217
C 34.2157 -13.8907 -12.5176 0.434 0.537 -0.627
C 34.8780 -15.2101 -12.9648 0.720 -0.092 1.499
C 35.2081 -15.1728 -14.4260 -0.270 0.018 -1.194
H 32.4497 -14.0185 -13.7302 0.431 -0.378 -0.274
H 32.9865 -12.4318 -13.7465 0.760 0.117 0.236
H 34.9739 -13.1225 -12.3486 0.067 -0.159 0.275
H 33.5673 -13.9669 -11.6541 0.168 -0.198 0.297
H 34.2636 -16.0785 -12.7261 -0.312 0.154 -0.148
H 35.7999 -15.3894 -12.4018 -0.124 0.164 0.083
H 34.7998 -16.0577 -14.9032 0.128 0.045 -0.307
H 36.2486 -15.0758 -14.7191 0.123 0.027 0.278
C 36.7071 -19.2975 -21.5507 0.414 -0.474 -0.236
C 37.0151 -18.5007 -22.6840 -0.343 1.173 0.053
C 38.3770 -18.5119 -22.8788 -0.518 -0.760 0.596
N 38.8720 -19.4017 -21.9653 0.412 0.135 0.132
C 37.8856 -19.8749 -21.1508 0.142 0.013 -0.235
H 35.7493 -19.5089 -21.1112 -0.044 0.178 0.075
H 36.3115 -17.8565 -23.1937 0.095 -0.092 -0.111
H 39.0472 -17.9742 -23.5164 -0.046 0.077 -0.342
H 39.8482 -19.6041 -21.8536 0.047 -0.080 0.042
H 38.1107 -20.6306 -20.4216 -0.092 -0.023 0.215
C 37.1229 -21.5125 -15.9726 0.023 0.022 0.189
C 38.3664 -21.1392 -15.3848 -0.059 -0.280 -0.258
C 39.0517 -20.4091 -16.3257 -0.261 0.387 1.079
N 38.2343 -20.2577 -17.3933 0.054 0.300 -0.860
C 37.0621 -20.9158 -17.2096 -0.285 -0.345 0.551
H 36.3904 -22.1971 -15.5702 -0.048 0.205 0.077
H 38.7025 -21.3384 -14.3831 0.107 -0.230 0.002
H 39.9647 -19.8546 -16.1981 0.165 -0.073 -0.322
H 38.4189 -19.6634 -18.1784 0.041 0.218 -0.108
H 36.2430 -20.8984 -17.9061 0.185 -0.103 -0.374
C 36.6298 -12.3762 -22.5694 -0.196 -0.338 1.021
C 36.8756 -13.5052 -21.7036 0.566 0.189 -0.617
C 37.6195 -14.4002 -22.4242 -0.654 0.245 -0.804
N 37.7221 -13.9076 -23.7204 0.512 -0.296 1.352
C 37.1940 -12.6353 -23.7811 0.114 -0.729 -0.057
H 36.0906 -11.5008 -22.2523 0.034 0.160 -0.233
H 36.6264 -13.6443 -20.6676 -0.183 0.261 0.093
H 38.0318 -15.3668 -22.1680 -0.097 0.087 -0.019
H 38.3193 -14.3862 -24.3605 0.075 0.302 -0.601
H 37.2944 -12.0470 -24.6733 -0.169 0.072 -0.079
C 29.9053 -14.6605 -18.6044 -0.429 -0.756 -0.301
C 28.4683 -14.6794 -18.6841 0.527 -0.390 -0.352
C 28.1108 -15.5320 -19.7165 0.670 0.623 0.398
N 29.2689 -16.0074 -20.2685 0.896 0.466 0.705
C 30.3762 -15.5025 -19.5914 -1.370 0.175 -0.116
H 30.5012 -14.1929 -17.8357 0.012 0.175 -0.192
H 27.8130 -14.1160 -18.0435 -0.164 -0.065 -0.031
H 27.1593 -15.7988 -20.1346 -0.153 -0.011 0.061
H 29.3566 -16.6343 -21.0381 -0.209 -0.205 -0.249
H 31.3588 -15.7745 -19.9181 0.196 -0.008 0.090
C 39.8321 -12.2506 -16.0857 0.367 0.679 -0.327
C 39.5068 -11.9368 -17.4317 0.874 0.290 0.035
C 38.5251 -12.8006 -17.8160 -0.509 0.762 -0.906
N 38.1797 -13.5322 -16.7516 -0.480 -1.614 0.515
C 38.9992 -13.2522 -15.7097 0.002 -0.561 0.730
H 40.5855 -11.7553 -15.4974 0.043 -0.137 0.107
H 40.0205 -11.1916 -18.0129 -0.158 0.025 -0.237
H 37.9857 -12.9159 -18.7385 0.012 0.149 -0.141
H 37.4631 -14.2550 -16.7673 0.311 0.250 -0.064
H 39.0347 -13.8831 -14.8389 -0.309 0.153 0.221
C 40.6027 -16.9694 -20.3258 -0.718 -0.541 -0.100
C 41.5249 -15.9369 -19.7308 -0.161 -0.507 -0.122
C 41.5484 -16.1027 -18.2245 0.310 1.150 0.909
C 42.1000 -17.3686 -17.7623 -1.859 4.035 -1.569
N 42.5133 -18.3346 -17.3929 1.805 -4.265 1.560
H 39.5638 -16.7632 -20.0438 0.043 0.047 -0.154
H 40.7996 -17.9664 -19.9154 0.197 0.038 -0.153
H 40.6638 -17.0283 -21.4134 0.007 0.076 0.015
H 41.1477 -14.9510 -19.9836 0.203 0.248 0.056
H 42.5275 -16.0724 -20.1369 0.087 0.224 0.058
H 40.5736 -15.9477 -17.7541 -0.219 -0.281 -0.307
H 42.1366 -15.3028 -17.7559 0.155 -0.154 -0.149

110
Properties=species:S:1:pos:R:3:forces:R:3 method="wB97M-V/def2-TZVPD" gap_ev="7.476 / 7.048" s_squared=0.7539 total_charge=+1 de_lowest_ev=2.280 spin_multiplicity=2 homo_ev="-9.74 / -9.79" lumo_ha="-0.0831 / -0.1009"
Ir 3.2682 0.1968 0.1752 0.189 0.914 -1.422
O 2.5400 -1.6432 0.7618 -0.964 0.056 0.283
C 3.0164 -2.4340 1.6927 0.170 0.123 -0.233
C 2.2255 -3.5131 2.1286 0.024 -0.034 0.105
C 2.7058 -4.3945 3.0710 -0.029 -0.017 0.008
C 3.9882 -4.2592 3.6175 -0.001 0.003 0.019
C 4.7805 -3.2230 3.1915 -0.052 0.000 -0.021
C 4.3229 -2.3142 2.2202 -0.116 0.138 -0.040
C 5.2056 -1.2721 1.7944 0.090 -0.049 -0.090
N 5.0022 -0.3877 0.8799 0.594 -0.219 1.002
C 5.9478 0.7486 0.8650 -0.078 0.031 -0.027
C 5.7789 1.4456 -0.4530 -0.125 -0.017 -0.126
N 4.3397 1.7546 -0.6031 0.473 0.128 0.450
C 4.0481 2.7048 -1.4129 -0.217 0.090 -0.275
C 2.7669 3.0863 -1.9222 0.169 0.106 0.062
C 2.7413 4.1544 -2.8363 -0.085 0.101 -0.071
C 1.5619 4.6073 -3.3711 0.185 0.075 -0.064
C 0.3755 3.9756 -2.9903 -0.107 -0.167 0.146
C 0.3717 2.9215 -2.1034 -0.120 0.102 -0.124
C 1.5715 2.4354 -1.5421 0.306 -0.892 0.742
O 1.5600 1.4497 -0.6732 -0.417 -0.663 0.201
H 1.2286 -3.6128 1.7178 0.059 0.003 0.001
H 2.0693 -5.2043 3.4060 0.011 -0.020 -0.008
H 4.3430 -4.9570 4.3621 -0.002 0.004 0.008
H 5.7759 -3.0917 3.6003 0.009 -0.013 -0.021
H 6.1519 -1.1975 2.3288 0.077 -0.136 -0.081
H 6.9705 0.4176 1.0420 0.002 -0.092 -0.107
H 5.6494 1.4254 1.6696 0.035 -0.029 0.037
H 6.0497 0.7664 -1.2667 0.043 0.007 -0.004
H 6.3949 2.3416 -0.5271 -0.072 0.063 0.065
H 4.8896 3.2705 -1.8148 0.005 0.042 0.045
H 3.6801 4.6183 -3.1177 0.001 0.029 0.019
H 1.5495 5.4338 -4.0668 0.000 -0.008 -0.017
H -0.5687 4.3162 -3.3973 0.006 0.017 -0.005
H -0.5721 2.4674 -1.8319 0.046 -0.097 0.119
C -2.0662 0.5120 2.5417 -0.146 -0.033 0.037
C -3.4617 0.1607 1.9729 0.129 -0.042 -0.097
As -4.6849 1.6079 1.3465 -0.043 0.020 0.011
C -5.4406 0.7428 -0.2303 -0.044 0.027 0.019
C -4.6302 0.0776 -1.1416 -0.017 -0.043 -0.007
C -5.1591 -0.4401 -2.3165 0.008 0.009 -0.009
C -6.5085 -0.2895 -2.5961 -0.015 -0.005 0.008
C -7.3227 0.3882 -1.6987 0.009 0.010 -0.004
C -6.7923 0.9067 -0.5263 0.004 -0.020 0.001
C -6.1530 1.2719 2.5836 0.007 0.004 -0.008
C -6.7403 0.0143 2.7171 0.010 0.010 0.011
C -7.7866 -0.1787 3.6038 -0.012 -0.004 0.010
C -8.2598 0.8845 4.3654 0.004 -0.010 -0.008
C -7.6840 2.1375 4.2368 0.012 0.006 -0.006
C -6.6330 2.3296 3.3462 -0.005 0.008 0.027
P -0.6039 0.8388 1.4429 -0.358 -0.525 1.962
C -0.5785 2.6933 1.4752 0.476 -0.008 -1.054
C -1.6904 3.4299 1.8584 -0.315 -0.037 -0.088
C -1.6125 4.8026 2.0613 -0.019 -0.108 0.034
C -0.4095 5.4632 1.9020 0.108 -0.028 -0.042
C 0.7156 4.7413 1.5226 -0.082 0.069 0.076
C 0.6319 3.3796 1.3013 0.119 -0.216 -0.081
C -0.8863 -0.6601 0.3862 0.215 0.699 -1.018
C -0.8598 -1.8697 1.0836 0.134 0.100 0.200
C -1.1746 -3.0562 0.4434 -0.035 0.034 0.014
C -1.5168 -3.0615 -0.9021 0.011 0.016 -0.040
C -1.4886 -1.8752 -1.6141 0.007 -0.006 -0.015
C -1.1671 -0.6839 -0.9739 0.087 0.110 0.060
H -1.7376 -0.3808 3.0800 0.095 0.087 0.069
H -2.1332 1.3076 3.2842 0.082 -0.005 0.019
H -4.0149 -0.3186 2.7808 0.024 -0.050 -0.010
H -3.3789 -0.5770 1.1744 0.033 -0.007 0.010
H -3.5760 -0.0525 -0.9396 0.019 0.010 -0.005
H -4.5132 -0.9589 -3.0145 -0.007 -0.013 0.011
H -6.9261 -0.6973 -3.5074 0.006 0.011 -0.003
H -8.3763 0.5150 -1.9120 0.003 -0.002 0.002
H -7.4413 1.4327 0.1637 0.002 -0.011 0.010
H -6.3885 -0.8166 2.1154 -0.005 0.004 -0.010
H -8.2402 -1.1570 3.6990 0.001 0.001 -0.001
H -9.0806 0.7332 5.0542 0.003 -0.002 0.001
H -8.0522 2.9683 4.8245 0.002 -0.002 0.001
H -6.1889 3.3132 3.2455 -0.001 0.000 -0.011
H -2.6506 2.9608 1.9846 -0.017 -0.007 0.002
H -2.5037 5.3443 2.3497 -0.002 -0.025 0.000
H -0.3435 6.5302 2.0696 -0.004 0.000 -0.009
H 1.6670 5.2409 1.3936 -0.010 -0.013 -0.012
H 1.5200 2.8587 0.9806 -0.052 -0.087 0.019
H -0.5641 -1.8911 2.1240 -0.024 -0.001 -0.007
H -1.1602 -3.9825 1.0054 -0.020 0.025 0.000
H -1.8010 -3.9852 -1.3898 0.038 -0.002 -0.003
H -1.7287 -1.8649 -2.6703 0.025 0.007 0.026
H -1.1314 0.2198 -1.5578 0.000 0.246 -0.043
O 3.2343 0.9171 2.1531 -1.595 0.314 0.579
S 1.8979 1.0290 3.0051 1.296 -0.048 -0.481
N 0.7249 0.3647 2.2438 -0.281 0.048 -0.140
C 2.9276 -0.8735 -5.4406 -0.019 0.021 0.008
C 4.1025 -1.5412 -4.7426 -0.028 0.007 0.022
N 3.6905 -2.4499 -3.6732 -0.027 -0.089 0.027
C 3.3551 -2.0961 -2.4258 0.117 0.424 -0.164
S 3.4584 -0.4142 -2.0261 0.029 -0.415 -0.784
N 2.9641 -3.0211 -1.5715 0.053 -0.052 0.365
C 3.0981 -4.4591 -1.7811 -0.051 0.036 0.035
C 1.9117 -5.0889 -2.5003 -0.020 0.013 -0.012
H 3.2859 -0.2520 -6.2616 0.004 -0.004 0.006
H 2.3742 -0.2388 -4.7482 0.005 -0.020 -0.007
H 2.2448 -1.6179 -5.8531 0.013 0.001 -0.008
H 4.7713 -0.7989 -4.3104 0.018 0.001 -0.022
H 4.6818 -2.1373 -5.4468 0.013 0.000 0.001
H 3.4811 -3.3970 -3.9446 0.009 0.010 -0.017
H 2.7081 -2.6580 -0.6479 -0.079 -0.031 -0.051
H 3.2114 -4.9016 -0.7922 0.020 -0.028 -0.011
H 4.0309 -4.6517 -2.3179 0.002 0.010 0.005
H 1.0256 -5.0698 -1.8679 -0.032 0.039 0.011
H 2.1315 -6.1269 -2.7507 -0.010 0.002 0.016
H 1.6658 -4.5600 -3.4232 0.012 -0.015 -0.007